1.
Formula: C57H48N2NiO5SSi
Source: OMol25
Level of theory: ωB97M-V with the def2-TZVPD basis set

CARTESIAN COORDINATES (ANGSTROEM)
H -3.31512 2.87737 1.82427
H -3.01994 -1.82470 -0.91484
H 2.81313 0.04227 -3.87209
C 4.49870 -2.88633 2.92336
O 3.54179 6.41758 -4.81999
C -2.67652 1.77811 0.06970
C -4.00048 -0.31193 0.21200
C -2.91568 4.25446 -1.25473
C -1.35415 1.02488 4.22354
H 5.06313 -3.63521 3.46417
C -5.15573 -2.04086 -1.01549
C -2.44125 -3.48226 3.98277
H -1.18198 -2.23054 5.19559
H 5.47063 2.48342 -1.58171
S 2.25440 5.88176 -5.24381
H 2.94489 1.47393 2.27302
H 1.14246 2.19387 -2.15327
H 0.02179 -1.28280 3.32023
C 1.61799 3.80207 -3.51851
C -2.41364 1.89303 -1.31814
C 4.01161 1.37885 -0.47300
C 0.58218 4.09347 -1.37184
C 1.56625 5.16789 -3.74361
H -2.21210 0.72124 4.81382
C -5.23807 0.22544 0.56220
C 1.00650 5.99873 -2.77839
O 0.91721 -0.34144 0.36682
C -0.10872 1.32885 4.85484
C -2.05383 -3.31881 1.61371
C -2.54790 3.13397 -1.96178
C 0.85617 1.36034 2.63937
H -5.28120 1.13226 1.15429
C 2.92425 0.50609 -0.51518
C -3.20812 4.14150 0.11636
C -0.66465 -2.16367 -1.43529
H 5.59324 -3.14023 1.09537
H -3.55541 -4.56416 2.49714
N 0.08862 3.51585 -0.13900
H 2.01657 1.42984 4.41022
H -2.29612 0.98962 -1.90630
H 1.93872 -2.64673 -1.73003
H 4.30880 -1.46361 -0.13744
H -0.69727 4.06705 0.20540
C 2.42944 -5.11769 1.15805
H -2.99499 -3.89132 4.82024
H 2.03868 3.16668 -4.28440
C -1.24506 -1.55966 -3.71855
C -1.02594 -2.39135 1.80222
C -1.45639 -3.83780 -3.01102
H 1.92592 -0.73682 3.33163
Si -0.06986 -1.70758 0.31793
C 3.01645 -0.97628 1.50633
H 0.95256 7.06026 -2.97538
C -1.42471 -2.56352 4.19367
H -1.95384 -3.14644 -4.98378
C 1.01257 1.39589 4.00012
H -2.33243 -3.62393 0.61278
H -1.70627 -4.87078 -3.22042
H -7.36854 0.06670 0.42814
C 1.53020 -4.06310 1.29128
C -0.97620 -3.48553 -1.75565
H 2.56053 -5.81610 1.97617
O 2.35351 4.76466 -6.17291
C 3.45871 -2.20578 3.54218
H 3.52299 -4.46864 -1.96796
C 3.15263 -5.27719 -0.01171
C 2.52150 0.02218 -1.75212
C 2.72578 -1.26674 2.83749
H 0.99051 -3.97291 2.22305
Ni -0.64369 1.51284 0.00396
C 4.23216 1.29633 -2.86767
C 1.11986 3.26497 -2.33713
C 2.06741 -3.32357 -0.89201
H -2.80465 -0.62949 2.55006
H 3.20403 -2.41419 4.57397
C 0.52528 5.46496 -1.59534
H -3.51026 5.02012 0.67427
H -7.30407 -1.97607 -0.97608
C 2.02622 1.34897 1.69500
C 4.79826 -2.60498 1.59993
C 1.31741 -3.12675 0.27600
C 3.16837 0.41063 -2.91859
C -2.68492 0.40039 2.20418
O 1.29442 6.90648 -5.63270
C 4.65432 1.77554 -1.63505
H 0.81286 3.59709 0.57324
C -1.59074 -2.87513 -3.99962
C -0.72813 -2.03286 3.11632
H 1.96523 2.20026 1.01649
H -0.00599 1.36012 5.92953
C -1.44469 0.98867 2.86249
H -2.98681 5.21293 -1.75197
H 1.66381 -0.63386 -1.81100
H -2.34316 3.21014 -3.02225
H -0.57243 -0.17731 -2.23901
H 0.09201 6.11213 -0.83873
H -5.10857 -2.91740 -1.64979
H -1.32826 -0.79891 -4.48430
H 4.70892 1.63528 -3.77809
C 2.20311 0.08556 0.76406
C -3.97584 -1.44103 -0.59337
C -0.80573 -1.21459 -2.44977
C -6.41771 -0.37029 0.14625
H -3.58017 0.92795 2.54359
H 4.35759 1.76225 0.47703
C 4.06944 -1.65151 0.90190
C 2.96696 -4.36632 -1.04289
H 3.85325 -6.09766 -0.12052
H -0.82614 -4.26389 -1.01610
C -3.10869 2.93308 0.76402
C -6.38268 -1.51393 -0.64248
C -2.69508 0.35127 0.66734
O -1.58186 -0.30654 0.10256
C -2.75335 -3.85932 2.68289
N -0.39621 1.33992 2.04825

Values from the calculation:
* net charge: -2
* HOMO (alpha / beta): 0.004 / -0.083 hartree
* <S²>: 2.048
* HOMO-LUMO gap (alpha / beta): 3.9 / 6.3 eV
* 2S+1: 3

2.
Formula: C57H48N2OP2PtS2Si
Source: OMol25
Level of theory: ωB97M-V with the def2-TZVPD basis set

CARTESIAN COORDINATES (ANGSTROEM)
H 5.51808 -0.75667 -1.61733
C 4.74889 -0.06680 -1.29923
H 2.33416 -4.79911 4.27650
H 2.30137 5.15976 -1.19405
C 5.05783 -0.04166 2.54460
H 1.88686 -0.70860 4.88105
H -8.64529 -1.39233 -1.86260
C 1.17840 -6.81549 2.47159
C -4.32539 1.82936 -1.59752
C -6.53552 -1.62873 -1.59305
C -0.23029 -4.22072 -1.18893
C -6.22297 -2.76598 -0.90117
C 1.32195 -5.32201 2.45739
C -1.23499 4.61259 -2.70034
C -1.12170 1.84255 -2.80061
H -3.79909 2.77314 -1.64896
C -5.53656 1.74686 -2.28230
H -0.37327 2.09162 -4.79056
H -4.85264 -3.60538 0.51934
H 3.86743 -1.70985 1.90042
C 2.76860 1.60910 -0.49592
H -4.39069 1.41486 1.51209
H 5.99403 1.76280 3.21645
H 6.34838 5.17162 0.45071
C -0.26742 -5.54869 -0.76694
C -1.58053 2.48050 -1.64394
C 3.85346 1.93892 3.18153
C -0.72502 2.58952 -3.89684
Si 4.50969 4.05220 -0.76223
H -0.69757 3.55316 1.08148
C -0.77763 3.97662 -3.84553
H -0.68673 -6.30642 -1.41458
H -1.77717 -0.03179 6.95431
C -7.49719 0.14630 -2.91651
C -6.20787 0.56024 -2.26893
C 3.08752 5.23843 -0.44175
C 3.86236 -0.68761 2.25881
H -1.09042 0.76232 -2.84413
N 2.52539 0.28625 -0.57453
S -2.98897 -1.76110 1.17447
C 0.21840 -1.92134 -1.01293
H -6.85432 -3.64394 -0.92744
C 0.24373 -5.83651 0.47276
C 0.12202 -0.40635 6.03215
H -0.68882 -7.43002 1.51629
H 2.22284 -2.41810 3.82409
H -2.92555 0.38520 4.79659
C -5.67275 -0.50889 -1.52497
H 5.98809 1.66478 -1.44751
C 1.87853 -4.45573 3.35728
H -0.60452 -3.96947 -2.17345
O -3.15469 -3.03984 1.90644
C 0.32155 -7.13237 1.22518
C 0.78403 -4.80107 1.26557
H -1.18508 4.80711 3.13939
H -4.84439 2.64369 3.60579
C -1.23593 -0.11495 6.02154
C -5.08256 -2.74992 -0.10398
C 0.81969 -0.53486 4.84406
H -3.25368 4.35296 4.40982
C -3.94399 2.85087 3.04257
C 5.05621 1.26859 2.99964
H 6.55897 3.42487 0.54650
H 5.49576 5.42074 -2.57829
H 0.72610 -7.94227 0.61895
H 0.72016 -7.16978 3.39445
C -4.22841 -1.66128 -0.02854
H -8.31302 0.80564 -2.61786
H 3.21615 -1.57980 -1.05519
C -3.05024 3.80823 3.49790
C -2.51952 2.40801 1.15212
H 6.20420 3.81192 -2.59237
H 0.64427 -0.52671 6.97195
H 4.59179 4.07185 -3.26475
C -1.18629 -0.03235 3.62361
C 0.15445 -0.40551 3.62208
C 0.76923 -3.43275 0.92535
C -3.68507 2.15388 1.87206
H 1.71438 1.81538 3.03989
C -1.61236 3.36038 1.62375
P 1.02682 -0.71499 2.04501
H -1.68416 0.18218 2.69060
H -0.46653 4.55992 -4.70184
C 2.65737 -0.01854 2.43654
C 1.24555 -2.53982 1.93658
C -3.73672 0.78756 -0.88614
C 3.47467 -0.52894 -0.98000
C 1.81146 -3.08557 3.08168
C -4.45837 -0.45947 -0.78614
P -2.09064 1.38482 -0.27904
H -7.42335 0.21309 -4.00305
C -7.72695 -1.30505 -2.44568
H 3.47357 6.25981 -0.47023
H 2.63408 5.08562 0.53769
Pt 0.09481 0.35711 0.09556
H 5.37132 4.23273 1.57823
N 0.12281 -1.00105 -1.72400
C 5.27001 4.35972 -2.45984
H -7.81869 -1.99992 -3.28142
C 4.01344 2.19201 -0.79815
C 5.81931 4.22627 0.58373
H 2.16194 -7.28499 2.40375
C -1.88641 4.06330 2.78427
C 0.26713 -3.18904 -0.39443
S 1.36460 2.49085 -0.01363
H 5.99399 -0.56884 2.41297
H -5.91162 2.60927 -2.81740
C -1.63787 3.87230 -1.59900
H -1.28535 5.69300 -2.66756
H -2.01182 4.37897 -0.71867
H 3.84142 2.95558 3.55302
C 2.65922 1.30044 2.89899
C 5.00363 1.28794 -1.19508
C -1.88100 0.10311 4.81563

Values from the calculation:
* net charge: +2
* HOMO (alpha / beta): -0.428 / -0.458 hartree
* <S²>: 6.051
* HOMO-LUMO gap (alpha / beta): 6.8 / 4.5 eV
* 2S+1: 5

3.
Formula: C57H49AsBrN3O3P2Sn
Source: OMol25
Level of theory: ωB97M-V with the def2-TZVPD basis set

CARTESIAN COORDINATES (ANGSTROEM)
C -4.20984 2.34762 1.94673
H 3.34468 0.03097 0.26197
C 3.54785 -5.06809 -1.85130
H -1.49137 -1.55232 -2.17232
C -2.65975 4.98485 0.51578
H 0.31913 -1.74963 4.44612
C -1.86484 -3.55043 -1.46624
C -0.49474 3.93289 -1.65150
H -4.15141 0.02141 -0.33551
C -4.12306 1.81990 3.23727
C -0.58090 -6.09861 3.07412
C 1.16957 -4.11788 -0.82776
H -3.73186 -4.86396 3.35325
H -3.22581 1.30102 3.55715
C -2.31636 -4.28038 1.85565
O -0.30626 -1.84901 0.28979
H -1.18894 0.55267 -4.36501
C -3.78586 -3.70269 -3.43668
H -3.62932 4.85786 0.04899
H -7.16297 2.73467 4.39963
H -2.65162 7.10515 0.23265
H -3.59815 3.03264 -6.88585
H -3.21869 -1.69367 -3.94263
C -6.33245 2.62533 3.71486
O 1.05755 -0.46018 2.97462
C 2.42542 -5.88604 -1.84725
C -0.18280 5.33945 1.74983
P -2.68547 2.24273 1.00945
C 2.40625 -0.44473 3.25961
C -2.07548 -2.45387 -2.29611
H 5.37958 0.39666 -2.83390
C -1.95359 3.88723 1.01432
H 0.84434 -5.54526 1.56678
H 0.07855 -6.81696 3.54265
C 0.65695 4.69927 -1.67343
H -4.15023 -5.69579 -2.72645
C 1.22722 -5.41338 -1.33561
H 4.47998 -5.44179 -2.25410
Sn 0.02621 0.01683 0.79245
N 5.05892 0.08639 -0.02234
C -3.86417 3.31898 -4.77945
H 9.65090 0.56252 -2.31044
C 7.50574 0.49854 -2.70166
H -2.19647 -6.47047 4.42905
C 6.14277 0.22273 -0.78775
N 6.86439 0.01644 1.31472
H 0.25278 -0.00337 4.85092
H -3.91928 3.40991 -2.64025
C -5.36434 3.02480 1.54693
C 5.15049 -0.41941 3.66657
C 5.50648 -0.04384 1.25287
H 2.48255 -6.89004 -2.24569
H -1.45970 4.41992 -1.68661
C -0.41025 2.54123 -1.58317
H 0.92982 0.85506 -1.75925
O 2.64518 -0.09997 0.94677
N -3.08299 1.84862 -0.62061
H -0.46321 7.42407 1.33727
H -0.85749 -0.69571 3.64535
H -5.16981 1.46070 -0.46613
C -1.93279 1.33608 -4.47833
H -2.44776 -5.56858 -0.94913
As -0.49685 -3.51178 -0.16079
C -2.11085 6.25168 0.62027
C 3.24298 -0.24775 2.16389
H -4.39347 0.79804 -1.91193
H 7.43426 -0.04497 2.14456
H 0.58234 5.77828 -1.71793
H -4.61831 4.08527 -4.90077
C 4.63207 -0.23226 2.36633
H 2.97407 2.22306 -1.71928
H 0.76974 5.48492 2.24308
C -2.60332 -4.72297 -1.60877
C -4.27821 0.97787 -0.84542
H -4.53896 -3.76413 -4.21115
C -1.02409 -4.48213 1.36652
C -6.42170 3.15321 2.43073
H 6.21575 -0.41361 3.84913
H -5.11129 1.56462 5.12331
Br 4.98295 -0.89965 6.44327
H -5.44641 3.48077 0.56701
H 9.49195 0.28305 0.14614
C -2.32461 1.73700 -5.74688
C -3.47258 2.93345 -3.50581
C -3.04528 -2.53531 -3.28287
H -2.99893 -3.60252 1.35671
H 2.27648 -0.82188 5.37037
C -0.14991 -5.38580 1.96413
C -0.72057 4.06526 1.63511
C -2.72928 -4.99404 2.96785
C 8.60349 0.30816 -0.47092
C -3.28923 2.72539 -5.89527
H -7.31631 3.67753 2.12137
H 4.36072 -3.14679 -1.35698
H -0.18038 3.21243 2.03311
H 7.65157 0.61971 -3.76707
C -2.50179 1.94287 -3.35846
C 2.28747 -3.29293 -0.82811
C -0.87563 6.42810 1.23927
C 6.25486 0.38054 -2.19834
C -5.18257 1.96548 4.12135
C 4.30805 -0.62865 4.72366
H 0.35169 -6.05230 -1.34333
C 3.48034 -3.77644 -1.34524
C 2.00570 2.70548 -1.66143
C 0.14446 -0.74611 4.06322
C 1.90776 4.08818 -1.66354
C 0.84728 1.93400 -1.63024
C 8.67585 0.46481 -1.84850
H 2.22985 -2.28859 -0.42923
C -3.56717 -4.79295 -2.60481
C 2.92244 -0.64907 4.52106
C -1.86215 -5.90117 3.57144
H 2.80226 4.69750 -1.69874
P -1.83968 1.43008 -1.76355
C 7.33477 0.18668 0.03961
H -1.88492 1.27130 -6.61880

Values from the calculation:
* net charge: +4
* relative energy (zero: lowest compared OMol25 entry of this formula, charge and spin): 32.5 kcal/mol
* HOMO (alpha / beta): -0.628 / -0.628 hartree
* HOMO-LUMO gap (alpha / beta): 5.5 / 4.5 eV

4.
Formula: C57H49AsF3O4SZr
Source: OMol25
Level of theory: ωB97M-V with the def2-TZVPD basis set

CARTESIAN COORDINATES (ANGSTROEM)
C -0.01199 0.31485 -5.40265
C 4.29433 2.86350 1.97819
H 5.36891 3.12893 1.96068
H -0.07540 0.62645 -6.42671
C 4.30515 -0.60861 -0.88365
F -0.68805 -1.94953 4.01629
C -0.61188 -0.89817 -4.98291
C -2.78900 -4.24435 0.36025
H 2.51005 -2.04537 0.72514
C 1.87293 -3.17013 -2.75704
H -0.78367 -2.28258 -3.46555
C 0.87022 0.61357 -3.17862
H 4.38116 1.54572 -0.93839
H -2.27625 5.49027 0.66865
C -2.31717 -4.74055 -0.87119
C -6.70836 2.54819 -0.44603
C -2.99676 -6.56053 1.06723
C -5.37053 2.48136 -0.06839
C -2.02637 4.17988 3.81072
C -1.65320 6.97788 -2.25175
H 2.06165 -2.57242 -3.67246
C -2.32432 3.35806 1.19007
H 4.42688 0.75862 2.48535
C -2.29995 4.71508 1.47563
F -1.44511 -3.85858 3.22638
H -1.28268 -1.45340 -5.64617
C -2.84099 -2.81981 0.74088
H -3.66281 -4.80449 2.24218
C 3.58884 -2.94432 4.25006
H -1.50670 8.03921 -2.35014
C -7.04297 2.47675 -1.76466
C 5.23938 -1.76029 -1.25336
H 5.92947 0.74134 -0.75258
C 2.27551 -5.39074 -1.79623
H 4.74473 -2.70470 -1.05999
H -2.46522 -8.04182 -0.36035
C -2.18336 -6.06477 -1.17024
C -2.77041 6.32365 -2.66579
H -3.63100 6.83734 -3.18402
C -2.10385 2.81028 3.52089
H -8.11631 2.48738 -2.04569
S -2.68141 0.71459 1.78886
C 3.24682 -2.31919 3.08728
C 2.07080 -0.22890 1.94931
C 2.74247 -1.11122 5.54345
C 1.53411 2.28837 1.72390
H 3.80234 4.86888 1.66287
C -0.41567 -1.31743 -3.68344
H 3.93086 -3.96417 4.20577
C 3.81723 1.59794 2.12510
C -2.46773 -6.98729 -0.14842
H 1.33655 -5.64102 0.12585
H -2.96990 -2.10882 -0.12635
H -2.10167 6.19606 3.06404
H 0.47800 2.06342 1.71526
H 1.07021 2.05056 -4.76177
C -0.74779 4.84247 -1.39606
H 6.16213 -1.71510 -0.59706
H -6.35643 2.24528 -3.74157
H -1.72497 -6.40628 -2.13339
C -3.23080 -5.18926 1.32735
H 0.16943 4.25264 -1.23490
As -2.36780 2.55288 -0.60723
H 5.52469 -1.73717 -2.28270
O 0.68258 -0.40040 2.06530
C -0.62722 6.21479 -1.62958
C 2.02388 3.60452 1.58043
C 2.47654 1.25184 1.89129
C 0.98590 -3.69969 -0.61976
H -3.89056 2.17149 -3.11782
O 3.96661 -0.62191 0.50330
C 2.68094 -1.03936 3.15784
H 2.69323 -6.37851 -1.79004
H 2.48139 -0.69510 6.51724
H -7.50418 2.58355 0.26382
H 1.61087 1.16149 -2.62628
C 1.52593 -4.97731 -0.71727
H -3.59245 -2.60397 1.50586
C 0.74752 -1.30316 -1.39292
C -2.11136 5.13416 2.78336
C 2.57676 -0.94652 0.59675
C -4.31254 2.45350 -1.00338
H 3.57597 -2.76890 6.50404
C 2.44274 -0.48173 4.37646
C 2.47255 -4.41762 -2.77490
H 3.45481 -2.84139 2.15425
Zr -1.01546 -1.13807 1.29815
O 3.08589 -0.74137 -1.67740
C 1.99583 -0.52348 -0.77241
H 1.35046 4.46183 1.50586
H -3.84650 4.47004 -2.75468
C 1.17198 -2.74335 -1.61590
H -1.90905 4.53487 4.82610
C -2.31651 2.36423 2.20149
H 1.74823 0.54076 -0.81858
C 0.36130 -0.60638 -2.73752
C -4.67079 2.22803 -2.34197
O -0.40310 -1.27052 -0.52481
C -6.03658 2.31893 -2.72704
C -0.68808 -2.75049 2.86577
C 3.28799 -2.38333 5.50052
C 0.64669 1.09599 -4.48170
H -2.05204 -3.95758 -1.61796
H 1.84202 0.44590 4.42632
C 4.99373 0.70486 -1.28961
H -5.17873 2.40124 1.00991
H 2.99534 -4.65909 -3.67792
H -1.98424 2.04119 4.25139
H -3.30422 -7.28592 1.84509
F 0.58912 -3.28469 2.79368
H 0.31297 6.70172 -1.31772
C -2.92082 4.92024 -2.37955
H 5.12569 0.79954 -2.33925
C 3.36776 3.86470 1.72695
C -2.00467 4.24436 -1.60003
H 0.38936 -3.54430 0.26466

Values from the calculation:
* net charge: -1
* relative energy (zero: lowest compared OMol25 entry of this formula, charge and spin): 0.0 kcal/mol
* HOMO: -0.155 hartree
* HOMO-LUMO gap: 6.5 eV